Record 1
Formula: C23H25Co2O7Si
Source: the OMol25 dataset
Level of theory: the ωB97M-V functional and the def2-TZVPD basis

Last column: natural (NBO) charge in e.
Element x y z (Å)
1 C -2.17184 2.36356 1.42548  -0.5972
2 C -1.45768 1.27300 0.63058  -0.5412
3 C -1.39152 0.09307 1.59508  0.6274
4 C -1.54147 -1.40557 1.17485  -0.3137
5 C -1.21734 -2.14886 2.47421  -0.6149
6 O -1.36413 0.33472 2.79500  -0.5460
7 Si 2.86105 3.01582 2.67923  0.6056
8 C 1.33816 3.40580 3.70547  -1.1252
9 C 3.28663 1.25630 3.16374  -1.1311
10 C 2.28558 2.97390 0.89310  -1.1317
11 H -2.56204 3.17580 0.81746  0.2017
12 H -3.01975 1.93233 1.95832  0.1989
13 H -1.50995 2.77457 2.18863  0.2436
14 H -1.94466 1.04302 -0.32475  0.2057
15 H -0.43412 1.60319 0.38903  0.2651
16 H -2.61499 -1.52954 0.93318  0.2188
17 H -1.59043 -3.17458 2.47197  0.1934
18 H -0.14049 -2.13728 2.67086  0.2202
19 H -1.66842 -1.59483 3.30109  0.2575
20 H 1.53504 4.18698 4.44687  0.2179
21 H 0.50807 3.72502 3.06068  0.1932
22 H 1.05557 2.48868 4.24221  0.1991
23 H 4.35394 1.12749 3.36600  0.2158
24 H 2.72137 1.00442 4.07178  0.2046
25 H 3.00234 0.57878 2.34703  0.1896
26 H 3.08265 3.24305 0.19137  0.2174
27 H 1.98847 1.94205 0.65533  0.1766
28 H 1.42916 3.64485 0.73930  0.2054
29 O -1.98200 -2.17600 -5.73310  -0.5285
30 C -1.90582 -1.71360 -4.66117  0.4099
31 Co -1.43465 -2.13907 -2.91201  -0.0016
32 C -1.67998 -3.90196 -2.84253  0.6108
33 O -1.78857 -5.05157 -2.78197  -0.4846
34 C 0.29993 -2.20806 -3.24209  0.6144
35 O 1.41690 -2.30052 -3.50305  -0.4728
36 C -2.33813 -0.91981 -1.87636  -0.5838
37 C -1.30003 -1.49887 -1.24848  0.1275
38 C -0.75317 -1.86324 0.06480  -0.4067
39 C 0.78110 -1.54030 0.08881  0.0806
40 C 1.64307 -2.31247 0.87740  -0.2376
41 C 3.02987 -2.12719 0.79100  -0.1970
42 C 3.55082 -1.16268 -0.08634  -0.2037
43 C 2.68720 -0.36125 -0.83913  -0.1788
44 C 1.30203 -0.55821 -0.74915  -0.2550
45 Co -2.22769 0.03181 -3.65283  -0.0957
46 C -2.98578 0.55473 -5.15277  0.5589
47 O -3.48243 0.86911 -6.15394  -0.4894
48 C -0.57237 0.64897 -3.78243  0.4895
49 O 0.50783 1.06170 -3.89661  -0.4924
50 C -3.07570 1.37460 -2.90461  0.6110
51 O -3.65793 2.25762 -2.42703  -0.4855
52 H -3.34166 -0.77533 -1.44001  0.2189
53 H -0.77136 -2.97099 0.11466  0.2493
54 H 1.23034 -3.09092 1.53201  0.2123
55 H 3.69967 -2.75491 1.39447  0.2167
56 H 4.63428 -1.02882 -0.17364  0.2198
57 H 3.07195 0.41243 -1.51074  0.2287
58 H 0.62311 0.04906 -1.35625  0.2083

Force components x, y, z for each atom (eV/Å):
-0.3 0.4 0.1
0.1 0.0 0.3
-0.3 0.1 0.8
-1.2 1.8 3.2
-0.3 -0.4 0.3
0.2 0.1 -1.5
2.1 2.1 0.5
-0.7 -0.2 0.3
0.0 -0.8 0.0
-0.4 -0.5 -0.7
0.2 0.1 -0.3
-0.1 0.0 0.0
0.0 0.0 -0.1
0.0 -0.1 0.4
-0.1 -0.2 0.1
0.3 0.0 0.1
0.1 -0.1 -0.1
-0.3 0.0 -0.1
0.0 -0.5 -0.2
-0.1 -0.1 -0.2
-0.1 0.0 0.2
-0.3 0.1 0.1
-0.2 -0.1 0.0
0.1 -0.2 -0.1
0.0 -0.3 0.1
-0.2 0.0 0.1
-0.3 -0.1 -0.3
0.1 0.0 -0.1
0.1 1.0 1.0
-0.7 -1.5 -1.0
2.1 -1.9 -1.2
-0.9 -2.0 -0.6
0.4 2.1 0.1
2.5 -0.8 -0.6
-1.9 0.3 0.5
-2.0 1.1 1.6
-0.7 0.4 -0.3
2.8 -1.0 -1.9
-0.6 -0.2 0.0
0.4 -0.1 -0.2
-0.3 0.1 -0.2
-0.1 0.0 0.0
-0.2 -0.2 0.1
0.4 0.1 0.1
-0.4 0.9 -0.2
-1.7 -0.2 -2.8
1.2 -0.4 2.1
4.1 1.5 0.0
-2.7 -0.9 0.2
-1.7 1.8 1.7
1.4 -1.9 -1.1
0.5 -0.1 0.1
-0.1 0.3 -0.3
0.3 0.3 -0.4
-0.3 0.4 -0.3
-0.5 0.0 0.1
-0.1 -0.3 0.3
0.3 -0.1 0.2

Calculated values
HOMO energy = -1.004 eV
M = 559.40 u
DFT total energy = -121716.31818 eV
lowest unoccupied orbital energy = 0.7575 eV
total charge = -1
HOMO-LUMO gap = 0.065 hartree
energy above the lowest of the compared OMol25 structures with the same formula, charge and spin = 5.2289 eV


Record 2
Formula: C23H25F5InN6O6S
Source: the OMol25 dataset
Level of theory: the ωB97M-V functional and the def2-TZVPD basis

Last column: natural (NBO) charge in e.
Element x y z (Å)
1 In 9.60603 13.75223 9.99761  1.9503
2 C 11.31280 16.63340 7.45389  -0.6924
3 C 11.26935 15.28426 7.99810  0.5073
4 O 10.11776 14.97256 8.47584  -0.8261
5 C 12.32614 14.36299 7.92770  -0.4673
6 C 12.33997 13.08570 8.52478  0.3361
7 C 13.41761 12.13835 8.09136  -0.6842
8 N 11.39721 12.70782 9.33560  -0.4747
9 N 11.53397 11.39457 9.83693  -0.4745
10 C 10.74487 11.17826 10.82700  0.5675
11 O 9.96212 12.08981 11.36712  -0.8322
12 C 10.58000 9.85215 11.55877  -0.0747
13 C 10.69265 8.64643 10.89978  -0.1926
14 C 10.28070 7.49944 11.56987  -0.2189
15 C 9.81625 7.57480 12.88138  -0.2178
16 C 9.83642 8.80942 13.58012  -0.2123
17 C 10.17039 9.97477 12.91434  -0.1688
18 H 10.74896 17.39320 8.03745  0.2455
19 H 10.77335 16.67667 6.51071  0.2496
20 H 12.31552 17.00625 7.20426  0.2158
21 H 13.27293 14.62642 7.42373  0.2086
22 H 13.17471 11.86552 7.04147  0.2316
23 H 13.38122 11.23029 8.68297  0.2540
24 H 14.42214 12.57986 8.14504  0.2227
25 H 10.96551 8.66261 9.84689  0.2139
26 H 10.36820 6.58676 11.02629  0.2056
27 H 9.50678 6.68097 13.40701  0.2066
28 H 9.60003 8.79174 14.65728  0.2097
29 H 10.14558 10.92231 13.34601  0.2340
30 C 7.29674 10.70498 6.54215  -0.6739
31 C 7.85404 11.43834 7.77288  0.1910
32 N 9.02364 11.27375 8.22316  -0.0896
33 O 9.81553 10.34382 7.59996  -0.5669
34 C 6.96761 12.15804 8.70919  0.3186
35 C 5.48437 11.94220 8.56679  -0.6882
36 N 7.55033 12.91513 9.55585  -0.2226
37 O 6.72573 13.45560 10.57166  -0.3727
38 H 6.59368 11.37726 6.07583  0.2429
39 H 6.78566 9.77246 6.87071  0.2191
40 H 8.15103 10.47591 5.97324  0.2432
41 H 10.61442 10.24033 8.14154  0.5012
42 H 5.18971 12.68514 7.79784  0.2727
43 H 4.97201 12.20963 9.48764  0.2655
44 H 5.29372 10.93380 8.20900  0.2226
45 F 4.04630 16.77179 11.22717  -0.3478
46 C 5.41333 16.89644 11.19892  0.3488
47 C 5.98273 17.14060 9.91431  -0.1242
48 F 7.19523 17.86238 9.91070  -0.3986
49 C 6.05854 15.71553 9.89067  0.3445
50 F 5.24234 15.06670 9.04679  -0.3320
51 C 6.98704 14.86626 10.74844  0.3835
52 O 8.27276 15.23031 10.69644  -0.8917
53 C 6.14050 15.28179 11.93167  0.3855
54 F 5.30609 14.25115 12.28912  -0.3272
55 C 6.08983 16.61538 12.41860  -0.0620
56 F 7.35306 17.20581 12.71021  -0.3902
57 O 10.51264 15.16944 11.84346  -0.9363
58 H 10.37113 14.53189 12.53736  0.4838
59 H 9.61968 15.62284 11.81716  0.5354
60 N 5.79412 16.52766 6.66612  -0.8202
61 C 6.99496 15.91280 6.68508  0.3250
62 N 7.90163 16.39168 7.54786  -0.8145
63 S 7.34180 14.56752 5.73026  -0.4344
64 H 5.51504 17.11041 7.51383  0.4278
65 H 5.16671 16.17182 6.00405  0.3998
66 H 7.68460 17.21502 8.12714  0.4237
67 H 8.66235 15.77929 7.77976  0.4358

Force components x, y, z for each atom (eV/Å):
-0.1 -0.9 1.2
0.3 2.1 -1.1
1.0 -1.9 0.1
-0.2 0.6 -0.3
0.2 1.7 -0.3
-0.4 -0.1 -0.2
0.1 -0.3 -0.4
0.5 -1.1 0.4
0.1 -0.4 -0.6
-1.4 0.7 1.7
0.2 0.2 -0.6
0.2 1.6 -0.1
-0.5 0.4 0.3
0.1 0.4 0.3
0.6 0.6 0.1
-0.1 -0.8 0.1
0.5 -2.4 -1.6
0.6 -0.7 0.2
-0.2 -0.4 -0.3
-0.2 -0.2 0.4
-0.8 0.2 0.3
0.4 0.2 0.5
0.2 0.1 0.0
-0.4 0.0 -0.2
0.1 -0.3 0.3
-0.3 -0.8 0.0
0.0 0.0 0.0
-0.1 0.2 -0.7
-0.1 1.3 0.7
-0.5 0.4 2.3
-0.3 -1.4 -0.9
1.0 -0.3 1.1
-0.5 0.0 -1.0
-0.2 0.6 0.0
0.6 0.9 0.0
-0.7 0.8 0.5
0.4 -0.6 -1.0
-0.1 0.0 -0.5
0.3 0.5 -0.3
0.7 -0.4 -1.2
-0.1 0.7 0.4
-0.1 -0.4 0.2
0.0 -0.2 -0.1
-0.2 0.1 0.1
-0.1 0.3 0.1
-0.5 -0.5 0.1
-0.1 0.3 -1.0
0.4 0.1 0.2
0.6 0.2 -0.1
-0.5 -0.8 0.2
-0.6 0.8 -0.3
0.3 -0.9 0.1
0.0 -0.2 -0.2
-0.1 1.0 0.3
0.4 -0.7 1.4
-0.6 -0.1 -0.5
-0.7 0.5 -0.5
0.2 -0.5 0.6
0.7 -0.2 -0.2
1.1 1.4 1.7
-0.1 0.3 0.7
-1.0 0.7 -0.3
-0.1 -0.3 -0.3
0.2 -1.1 -1.4
-1.1 -0.3 -0.6
0.2 -0.8 -0.2
0.5 0.1 0.2

Calculated values
HOMO energy = -4.131 eV
M = 723.36 u
DFT total energy = -75072.90137 eV
lowest unoccupied orbital energy = 2.2964 eV
total charge = -1
HOMO-LUMO gap = 0.236 hartree
energy above the lowest of the compared OMol25 structures with the same formula, charge and spin = 0.8988 eV